# 1
Below is an isolated molecule of C18H18BrNO3, with properties calculated with ωB97M-V/def2-TZVPD.

XYZ file:
```
41
Properties=species:S:1:pos:R:3:forces:R:3
C -6.5661 -0.8204 -1.7459 0.1144 0.1825 0.3631
C -6.6715 -0.3516 -0.2975 -0.2676 -0.2582 -0.2458
O -5.6422 0.5495 0.0595 0.1680 0.1895 0.0495
C -4.3894 0.0875 0.3086 0.2800 0.0503 0.0762
C -3.4288 1.0671 0.5698 -0.2351 -0.1145 -0.1242
C -2.1236 0.7300 0.8543 -0.0126 -0.1677 0.0524
C -1.7320 -0.6064 0.8727 -0.4102 0.0742 -0.1900
N -0.4214 -1.0184 1.1682 -0.0128 -0.5272 0.4666
C 0.7839 -0.5622 0.7367 -0.2919 0.1702 -0.2464
O 1.7988 -1.1469 1.0631 0.3642 -0.0184 0.0443
C 0.7932 0.6426 -0.1809 0.3268 -0.0339 -0.1232
C 2.1633 0.7773 -0.8453 -0.3955 0.0050 0.3033
C 3.1593 1.3939 0.1223 -0.0170 -0.2649 -0.2129
O 2.8559 2.3180 0.8397 -0.0246 0.0941 -0.0173
C 4.5432 0.8544 0.0824 0.4159 0.0739 0.1741
C 4.7931 -0.5153 0.0893 -0.0583 0.1544 -0.0302
C 6.0935 -0.9840 0.0743 0.1895 -0.0176 -0.0137
C 7.1401 -0.0775 0.0355 0.1504 -0.0600 0.0089
Br 8.9313 -0.7224 -0.0155 -0.1971 0.0682 0.0072
C 6.9130 1.2889 0.0439 0.1325 -0.0704 0.0024
C 5.6111 1.7492 0.0830 -0.1957 -0.0968 -0.0086
C -2.6938 -1.5834 0.6389 0.2766 0.2061 0.0077
C -4.0055 -1.2494 0.3570 -0.3605 0.1141 0.0056
H -5.6390 -1.3630 -1.9135 0.0405 -0.0725 -0.0620
H -7.4039 -1.4705 -1.9822 -0.0839 -0.0888 -0.0535
H -6.5861 0.0381 -2.4124 -0.0165 0.0515 -0.0784
H -6.6952 -1.2059 0.3901 -0.0109 0.1151 -0.0030
H -7.5915 0.2234 -0.1608 0.1057 -0.1443 0.0428
H -3.7387 2.0997 0.5564 -0.0348 0.1325 0.0032
H -1.4177 1.5087 1.0884 0.0774 0.0811 0.0322
H -0.3528 -1.8953 1.6725 0.1332 0.1933 -0.0442
H -0.0079 0.5504 -0.9160 -0.0223 0.0589 0.0589
H 0.6245 1.5439 0.4126 -0.1002 -0.0282 -0.0748
H 2.5183 -0.1833 -1.2137 0.0084 0.0821 -0.0426
H 2.0914 1.4679 -1.6903 0.0496 -0.0150 -0.0086
H 3.9711 -1.2099 0.1671 -0.0930 -0.0492 -0.0621
H 6.2944 -2.0442 0.0941 0.0211 -0.0581 0.0117
H 7.7422 1.9795 0.0292 0.0570 0.0298 -0.0139
H 5.4098 2.8096 0.1051 -0.0256 0.0951 0.0185
H -2.4110 -2.6258 0.6755 0.0468 -0.0963 -0.0360
H -4.7137 -2.0439 0.1837 -0.0917 -0.0401 -0.0370
```
Positions in Å, forces in eV/Å.

Energy above the lowest of the compared OMol25 structures with the same formula, charge and spin ... 0.6852 eV
SMILES ... CCOc1ccc(NC(=O)CCC(=O)c2ccc(Br)cc2)cc1
HOMO level ... -8.332 eV
HOMO-LUMO gap ... 8.880 eV

natural (NBO) population analysis, charges in e, atoms 1 to 6:
1. C -0.64
2. C -0.06
3. O -0.49
4. C 0.28
5. C -0.23
6. C -0.22


# 2
Below is an isolated molecule of C18H18BrNO5S2, with properties calculated with ωB97M-V/def2-TZVPD.

XYZ file:
```
45
Properties=species:S:1:pos:R:3:forces:R:3
C -2.0762 -4.4084 2.0149 1.5778 -7.5104 -3.3892
O -2.5493 -3.2901 1.6831 -2.1733 11.2702 -3.0796
C -1.9957 -2.2902 0.8604 -0.8765 1.7623 -1.8398
C -2.8375 -1.1065 0.4648 4.3208 -1.5710 1.3248
C -2.2239 0.0536 -0.1439 -1.1180 -0.7727 1.0023
C -1.0062 -0.0010 -0.6602 4.7396 -7.2891 -1.5045
C -0.2807 0.7434 -1.6245 -4.0307 7.4804 7.0663
S 0.2524 0.2967 -2.9129 3.9257 -3.4758 -8.9158
N -0.4061 2.1369 -1.3043 2.9457 -1.0134 -1.7086
C -0.4241 2.5814 0.0062 -2.7553 5.4394 2.1930
C -1.7178 3.7226 -0.1069 5.6423 -2.4083 -7.6063
O -1.2546 4.7088 -1.1831 -1.1858 2.7828 9.8506
C -0.8506 4.1791 -2.2786 1.4140 2.9382 -5.2489
C 0.1669 3.1968 -2.2079 2.0226 -4.4101 -0.7838
C -0.1881 -1.4013 -0.6797 -0.2929 1.4812 0.3312
C -0.6546 -2.3658 0.1609 -1.5809 -1.0247 1.9085
O 0.0913 -3.4881 0.4772 2.3667 0.5998 -0.5866
S 1.4561 -3.2627 1.6601 -10.8626 1.3111 2.5934
O 2.1688 -4.4263 1.4620 2.2859 -2.4810 0.0607
O 0.3990 -2.9946 2.7585 5.3423 -0.5088 -2.0097
C 2.2186 -1.8655 1.1386 2.7614 -4.8718 -4.5844
C 3.0311 -1.9946 -0.0713 -3.8321 15.0330 4.9881
C 3.5518 -0.6771 -0.4231 1.8034 -7.3843 -4.0640
C 3.0049 0.4495 0.0460 2.6874 4.2371 -1.2069
Br 3.9311 2.1737 -0.6953 -1.1471 -1.6454 0.6149
C 2.2483 0.6095 1.1226 0.7757 -9.5789 -1.8066
C 1.8509 -0.7632 1.6066 -4.3218 11.3850 5.8501
H -1.2285 -4.4586 2.6228 1.1478 0.1096 1.2189
H -2.9900 -4.8508 2.4272 0.7681 -1.2571 0.1795
H -1.7184 -4.8800 0.8996 -0.9267 -0.1975 3.1556
H -3.6623 -0.8559 1.0377 -1.9526 -0.2944 0.8449
H -2.6500 1.0617 -0.1664 -0.7337 -0.6954 0.0297
H -0.9177 1.9934 0.7498 0.6960 -1.1453 0.3564
H 0.4584 3.2766 0.4658 -1.5680 -2.0101 -1.3512
H -1.7947 4.1520 0.7372 -1.0881 3.6527 5.7768
H -2.5363 3.2560 -0.5658 -1.4247 -0.9281 -0.0505
H -0.6635 5.0835 -2.9531 0.4358 -1.2710 0.4011
H -1.7480 3.8598 -2.5496 -3.5739 -3.0196 -3.5078
H 0.6374 2.6560 -3.0922 -2.0161 0.7119 0.1316
H 1.1356 3.5193 -1.9316 0.8925 0.9434 1.7963
H 0.8910 -1.6524 -1.2808 -3.5192 1.1940 1.8913
H 3.3657 -2.8096 -0.1838 4.8948 -11.0459 -2.9001
H 4.3748 -0.8403 -1.2722 -1.9061 1.3901 1.9505
H 2.0272 1.5048 1.3574 -2.2250 5.8032 2.7154
H 1.1138 -0.5321 2.5280 1.6648 -1.7156 -2.0877
```
Positions in Å, forces in eV/Å.

Energy above the lowest of the compared OMol25 structures with the same formula, charge and spin ... 14.3042 eV
SMILES ... COc1ccc(C(=S)N2CCOCC2)cc1OS(=O)(=O)c1ccc(Br)cc1
HOMO level ... -8.104 eV
HOMO-LUMO gap ... 7.008 eV

natural (NBO) population analysis, charges in e, atoms 1 to 6:
1. C -0.20
2. O -0.49
3. C 0.33
4. C -0.27
5. C -0.19
6. C -0.13


# 3
Below is a structure of composition C18H18CdN2O2S, with properties calculated with ωB97M-V/def2-TZVPD.

XYZ file:
```
42
Properties=species:S:1:pos:R:3:forces:R:3
Cd 0.9995 0.8436 0.8188 0.0566 -0.1295 0.4908
O -0.6954 1.7659 2.7046 0.1198 0.1035 -0.1401
C -1.9230 1.9182 2.9159 -0.0972 0.0213 0.0815
C -2.4331 3.1225 3.5244 0.0899 0.0185 0.0437
C -3.7525 3.3034 3.8468 -0.0097 0.1042 0.0273
C -4.7083 2.3159 3.5754 -0.0429 -0.0280 0.0146
C -4.2711 1.1600 2.9528 -0.0695 -0.0098 -0.0031
C -2.9382 0.9317 2.6128 -0.0010 0.0234 -0.0229
C -2.5785 -0.2979 1.9171 0.0388 -0.0596 -0.0365
N -1.4790 -0.5509 1.2359 -0.1368 0.0874 -0.1136
C -1.6303 -1.7976 0.6913 -0.0160 -0.0806 0.0928
C -2.8278 -2.3322 1.0532 -0.0072 -0.0478 -0.0117
N -3.4305 -1.3716 1.8386 0.1085 0.0508 -0.0149
H -1.6939 3.8898 3.7309 -0.0369 -0.0079 0.0167
H -4.0620 4.2358 4.3126 -0.0037 -0.0011 0.0059
H -5.7554 2.4575 3.8180 0.0367 0.0022 -0.0151
H -5.0207 0.4137 2.6976 0.0142 0.0147 -0.0202
H -0.8511 -2.2327 0.0891 0.0380 -0.0387 -0.0712
H -3.2953 -3.2769 0.8416 -0.0146 -0.0511 -0.0056
H -4.3064 -1.4556 2.3184 0.0199 -0.0058 -0.0114
C 2.2173 0.2098 -3.1535 0.1023 0.0475 0.1090
S 0.4712 0.5764 -3.1200 0.0966 0.0469 0.2076
C 0.4616 1.7029 -4.5331 0.0641 -0.0590 -0.0778
O 0.2340 1.4509 -1.9377 -0.2643 0.0729 -0.2029
H 2.4424 -0.4389 -3.9973 -0.0146 -0.0711 -0.1294
H 2.4520 -0.3129 -2.2223 -0.0519 0.0397 -0.0472
H 2.7804 1.1427 -3.1932 0.0075 -0.0135 0.0451
H 0.7731 1.1761 -5.4344 0.0262 -0.0526 -0.0496
H 1.1416 2.5253 -4.3156 0.0244 0.0277 0.0438
H -0.5502 2.0792 -4.6548 -0.0901 0.0164 0.0224
C 3.1717 0.5127 0.4493 -0.1512 0.3108 -0.1508
C 3.3351 -0.7076 -0.1411 0.1080 -0.2254 0.0123
C 4.6567 -0.9913 -0.7374 0.0884 0.1817 0.1623
C 4.9257 -2.0947 -1.4870 0.1270 -0.2145 -0.2136
C 3.9747 -3.1206 -1.7315 0.1789 0.0181 -0.0902
C 2.7408 -2.9526 -1.0900 -0.2134 -0.0505 -0.0701
C 2.4241 -1.8473 -0.3394 -0.1630 -0.0002 0.1055
H 5.4258 -0.2358 -0.5998 -0.0281 -0.0289 0.0142
H 5.9268 -2.1859 -1.9158 -0.0667 -0.0131 0.0151
H 4.2135 -4.0061 -2.3092 0.0074 0.0090 0.0270
H 1.9815 -3.7304 -1.1838 0.0223 0.0053 -0.0071
H 1.4529 -1.7945 0.1518 0.1031 -0.0134 -0.0326
```
Positions in Å, forces in eV/Å.

Energy above the lowest of the compared OMol25 structures with the same formula, charge and spin ... 0.0000 eV
Charge ... -2
HOMO level ... 1.580 eV
HOMO-LUMO gap ... 2.979 eV

natural (NBO) population analysis, charges in e, atoms 1 to 6:
1. Cd 0.85
2. O -0.75
3. C 0.44
4. C -0.33
5. C -0.21
6. C -0.36


Question: Look up the HOMO level of the second one.
Answer: -8.104 eV